This record from OMol25 describes a structure of composition C38H86BMgN3O31 in a non-equilibrium geometry. The level of theory is wB97M-V/def2-TZVPD.

As for the multiplicity: 1. For the total energy, the calculation gives -4220.20206 a.u. The relative energy (zero: lowest compared OMol25 entry of this formula, charge and spin) comes out at 1416.44 kJ/mol. As for the net charge: 0. The calculation puts the orbital gap at 2.8 eV.

Geometry as XYZ:
```
160
Properties=species:S:1:pos:R:3:forces:R:3
Mg 11.3474 -22.9001 8.4172 0.49 0.31 -0.64
O 12.6755 -25.5156 6.9934 -0.07 -0.12 -0.21
O 9.2606 -27.0548 17.3608 -0.52 -1.54 -1.05
O 12.1740 -22.9661 23.3136 1.20 2.15 -0.66
O 7.4712 -25.9859 15.7591 0.92 0.99 -1.45
O 11.6599 -19.9634 9.2823 -1.02 1.42 0.42
O 3.6609 -17.8603 17.1043 -0.22 -1.58 0.48
O 6.5907 -17.5705 19.1961 0.58 0.74 1.51
O 6.2379 -22.9957 5.4739 -0.23 -0.04 -0.47
O 10.0044 -28.7836 18.7224 -1.84 0.89 -2.18
O 7.2352 -24.1978 14.2354 -0.70 -0.39 0.41
O 12.7749 -33.4496 10.6547 0.56 -2.08 3.91
O 0.3307 -32.0346 14.6004 -0.41 0.46 1.58
O 9.4650 -26.7402 14.7792 0.07 0.24 1.00
O 9.7566 -25.1896 13.1977 -0.60 0.22 0.39
O 8.2109 -30.3895 16.8520 0.28 1.96 0.47
O 18.1525 -31.3991 20.7232 -0.94 0.78 0.52
O 7.5176 -23.6688 7.0016 0.10 -0.89 0.75
O 2.3667 -26.3222 10.3184 -0.07 0.64 1.01
O 3.7990 -23.6348 22.9776 1.60 0.49 -0.03
O -1.4054 -30.7788 16.2043 -0.32 1.12 -0.34
O 8.5403 -38.1437 16.6950 -0.94 -0.87 -1.77
O 4.2848 -21.0719 25.5311 -2.00 -0.17 0.26
O 9.7382 -37.5964 18.3339 2.48 0.30 0.98
O 14.1085 -24.8240 24.6672 0.40 1.62 -1.70
O 1.2304 -24.1827 9.5411 -0.24 2.64 0.55
O 13.4422 -35.2570 11.7865 -1.12 2.71 0.14
O 17.5303 -33.0973 18.1779 -0.93 2.31 0.36
O 8.0635 -28.4145 15.8402 -0.48 1.28 -0.57
O 13.9990 -21.3829 9.6382 -0.39 0.27 0.16
O 5.5029 -24.4942 6.8275 1.00 0.10 0.03
O 12.3271 -23.3531 5.5416 0.63 -1.45 -0.93
N 6.3934 -23.7579 6.4231 -0.29 0.94 -0.08
N 8.7118 -37.9451 17.8514 -1.69 1.18 1.59
N 12.9400 -34.1180 11.7498 -0.08 -0.13 -2.86
C 17.6916 -34.3638 17.6807 0.78 -1.29 -0.26
C -2.1787 -29.6745 16.6493 0.01 -0.69 -0.04
C 12.4476 -22.7123 21.9560 -0.19 0.85 -0.31
C 11.8700 -22.5095 4.4964 -0.27 1.62 0.13
C 8.4229 -29.1829 16.8161 0.46 -2.98 0.19
C 7.7833 -25.1720 14.6484 0.04 -0.77 2.37
C 3.9665 -21.4291 26.8934 2.23 0.43 -1.07
C 16.8932 -31.6355 20.1393 -0.74 -0.93 -1.49
C 4.3560 -22.9399 24.1125 1.18 -2.33 -0.06
C 3.5097 -21.8389 24.6181 0.02 1.05 -1.64
C 4.7947 -24.3987 22.2372 -1.67 -0.79 0.01
C 12.4238 -26.8015 7.5399 -0.42 0.12 0.40
C 9.3167 -28.3811 17.7922 1.28 1.41 1.14
C 14.1768 -19.9296 9.5104 -0.36 -1.34 -0.62
C 3.1614 -19.1911 17.3172 0.00 -0.84 -1.38
C 0.6149 -31.8438 16.0495 0.08 0.74 -1.86
C 5.0526 -17.7436 17.4024 -0.43 -0.56 0.39
C 9.1115 -25.6476 14.1152 1.34 -1.70 -0.42
C 11.9125 -24.2573 23.6565 0.05 -1.94 0.80
C 13.2552 -25.6443 5.6779 -0.65 0.76 2.05
C 3.3111 -27.2807 10.7624 -0.61 -1.14 0.21
C 1.4152 -22.7881 9.0688 -0.52 -1.50 0.34
C 0.4684 -33.3467 14.1395 1.26 -0.48 1.05
C 13.1557 -25.2116 23.6149 -0.16 1.42 1.74
C 5.2787 -18.0288 18.9057 0.88 0.34 -0.24
C 10.3911 -19.2176 9.7174 1.67 0.10 -0.70
C 7.0287 -17.5474 20.6056 -0.34 0.85 -1.72
C 15.0474 -22.1596 10.2037 0.67 -0.43 -0.28
C 18.0525 -30.3439 21.6980 0.97 0.09 -0.32
C 1.6227 -25.6294 11.3941 1.90 -1.43 -0.75
C 13.4149 -24.2612 5.1543 0.07 0.96 -0.88
C 1.4102 -24.2138 10.9496 0.40 -0.47 0.12
C 7.5681 -37.8919 18.8526 -0.82 -0.42 -0.64
C 16.7804 -33.0171 19.4099 1.38 0.98 0.08
C 12.8200 -19.2516 9.8293 0.84 -1.90 0.38
C 14.8079 -23.5866 24.3582 -0.10 0.41 -0.45
C -0.0187 -30.4973 16.3229 -0.59 -1.31 1.02
C 12.4631 -33.4817 13.0673 0.69 -0.56 -0.86
B 8.5649 -27.0297 15.9844 -0.15 0.49 -0.48
H 11.0749 -24.6114 23.0555 -0.06 -0.60 -0.24
H 11.5648 -24.1832 24.6869 0.01 -0.32 0.11
H 17.8218 -29.3414 21.3377 -0.15 -0.03 -0.98
H 14.3534 -23.7385 5.3389 0.07 -0.22 0.78
H 3.2112 -21.1957 23.7903 0.31 0.32 -0.19
H 14.2402 -26.1027 5.7658 0.01 -0.31 -0.23
H 13.5860 -25.1308 22.6167 0.37 -0.46 0.06
H 11.6908 -26.7048 8.3408 0.31 0.15 0.30
H 16.0266 -21.9973 9.7533 0.12 0.85 0.04
H 14.9403 -23.2119 9.9402 -0.82 -0.06 0.03
H 11.3021 -22.8767 3.6415 -0.15 -1.14 0.45
H 7.0865 -36.9155 18.7994 0.73 0.33 0.06
H 5.7431 -18.4022 16.8756 -0.46 -0.56 -0.58
H 10.5542 -18.1720 9.4565 0.20 0.10 0.36
H 0.4576 -29.7404 15.6997 -0.65 0.16 -0.64
H 4.4022 -17.6080 19.3984 0.34 0.68 0.71
H 15.1418 -23.4209 23.3339 0.47 -1.47 -0.66
H 11.8415 -34.2075 13.5917 -0.11 0.09 -0.34
H 9.5049 -19.4528 9.1279 0.35 -0.92 0.00
H 12.7218 -21.6683 21.8043 -0.42 0.36 0.62
H 18.4255 -34.8089 18.3526 -0.34 -1.18 -0.02
H 16.7911 -34.9315 17.4463 -0.57 -0.21 1.12
H 7.9902 -38.1103 19.8335 -0.23 0.05 -0.29
H 13.3683 -27.2066 7.9032 -0.19 -0.41 0.01
H -2.0265 -29.4927 17.7132 0.38 0.22 0.22
H 1.6881 -31.7607 16.2210 0.24 -0.33 -0.15
H 12.8921 -18.1846 9.6188 -0.49 -0.05 -0.37
H 11.5310 -22.8661 21.3865 0.16 -0.40 -0.42
H 0.5906 -23.8574 11.5736 -0.59 0.52 -0.45
H 12.6470 -21.9179 4.0124 0.58 -0.05 0.36
H 14.2236 -22.6676 24.3121 -0.72 -0.17 1.42
H 12.5707 -26.2210 5.0558 0.08 -0.13 -0.02
H 2.9220 -19.6171 18.2915 0.41 1.01 0.75
H 5.4231 -22.7380 24.0196 -0.01 1.19 -1.08
H 0.7044 -26.1077 11.7347 -0.17 -0.52 -0.72
H -1.9059 -28.7975 16.0623 -0.37 0.24 0.06
H 6.8709 -18.4690 21.1658 -0.29 -0.08 -0.20
H 16.5764 -30.8615 19.4402 0.38 0.41 -0.20
H 11.2331 -21.7982 5.0222 -0.17 0.12 -0.27
H 2.4515 -22.4923 9.2322 0.13 -0.11 -0.42
H 11.9694 -32.5417 12.8206 0.13 -0.28 0.12
H 1.5219 -33.5799 14.2934 0.43 -0.45 -0.75
H 15.7340 -33.2162 19.1786 -0.10 -0.17 0.33
H 2.9110 -21.3664 27.1581 0.11 -0.14 -0.10
H 5.0487 -25.3139 22.7720 0.52 0.24 0.53
H 4.1985 -27.0403 11.3480 -0.23 1.32 0.44
H 0.1525 -33.4845 13.1054 0.05 0.42 0.13
H 2.7608 -28.0162 11.3490 0.15 -0.43 0.09
H 13.3397 -23.1578 21.5158 -0.20 -1.03 0.17
H 0.1879 -32.6215 16.6827 -0.16 -0.12 -0.25
H -3.2315 -29.9486 16.5817 0.04 0.15 -0.49
H 5.3512 -19.0684 19.2250 -0.79 -0.54 -0.74
H 0.0821 -30.1395 17.3475 0.73 -0.20 0.35
H 12.9468 -26.2200 23.9720 -0.49 -0.05 -0.79
H 11.9094 -27.4452 6.8264 0.38 -0.16 -0.28
H 16.0941 -31.6495 20.8804 0.00 -0.17 0.44
H 5.6701 -23.8993 21.8220 -0.04 0.56 0.60
H 3.7936 -27.7976 9.9328 -0.66 0.13 -0.53
H 5.2681 -16.7609 16.9829 0.39 0.33 1.05
H 10.2370 -19.3412 10.7893 0.03 -0.11 -0.15
H 17.2968 -30.4777 22.4720 0.12 -0.76 0.18
H 14.6322 -19.8009 8.5285 -0.40 0.40 -0.22
H 0.8036 -22.0478 9.5845 -0.30 -0.25 0.45
H -0.0037 -34.0986 14.7719 -0.74 0.08 0.09
H 2.2798 -23.6595 11.3026 0.31 0.40 -0.58
H 4.2712 -24.8265 21.3822 -0.25 0.39 -0.16
H 6.5733 -16.6721 21.0688 -0.35 -0.26 0.36
H 12.8657 -19.4018 10.9079 -0.93 0.34 0.29
H 19.0663 -30.2380 22.0840 -0.20 -0.25 0.45
H 4.6031 -20.7222 27.4255 -0.49 0.00 0.60
H 13.3741 -33.3701 13.6553 -0.09 0.27 -0.08
H 13.5188 -24.5007 4.0961 -0.73 0.90 -0.61
H 4.4713 -22.3915 26.9774 -0.78 -0.44 0.88
H 15.6986 -23.4425 24.9697 -0.33 -0.39 0.33
H 1.0692 -22.7676 8.0354 0.54 -0.12 -0.04
H 3.8398 -19.9175 16.8696 0.44 -0.01 -0.03
H 2.5404 -22.2479 24.9032 0.05 0.07 1.08
H 17.2266 -33.6793 20.1519 -0.27 -0.74 -0.13
H 14.8921 -19.5350 10.2320 0.01 -0.17 0.20
H 2.2457 -19.3802 16.7569 -0.15 0.78 -0.19
H 2.2832 -25.6600 12.2607 -0.04 0.31 0.27
H 8.0931 -17.3141 20.5779 0.01 -0.30 -0.17
H 18.1159 -34.4481 16.6803 0.60 1.17 -0.09
H 15.1162 -22.1131 11.2906 -0.12 0.36 0.00
H 4.5311 -23.6173 24.9484 -0.77 -0.86 0.36
H 6.7392 -38.5276 18.5412 0.47 -0.57 0.06
```
Positions in Å, forces in eV/Å.